No. 1
# C24H28N7O3PS5V

A molecular structure, C24H28N7O3PS5V (the ωB97M-V functional and the def2-TZVPD basis, the Open Molecules 2025 dataset).

XYZ file:
```
69
Properties=species:S:1:pos:R:3:forces:R:3
V -1.47497 -0.42057 0.35338 0.3064 -0.0098 -0.3166
N -0.69096 1.15531 -3.47792 0.1024 -0.0203 -0.0628
C -0.82720 2.42133 -2.95921 0.0021 -0.0028 0.0360
C -1.18000 2.25460 -1.65584 0.0305 -0.0376 0.0083
N -1.24417 0.91399 -1.36574 -0.0941 -0.0993 0.0817
C -0.93131 0.28132 -2.48075 -0.0712 0.0602 0.0383
C -0.87446 -1.15964 -2.46210 -0.0428 -0.0684 0.0751
N -1.06394 -1.77210 -1.31045 -0.0836 0.2214 0.1960
C -0.92121 -3.11515 -1.55366 0.0000 0.0399 -0.0073
C -0.64840 -3.30245 -2.87249 -0.0098 0.0048 0.0418
N -0.65021 -2.04975 -3.44539 0.1013 0.0068 -0.0587
H -0.30807 0.93613 -4.38149 0.0073 0.0009 -0.0107
H -0.66314 3.30219 -3.55240 0.0037 -0.0026 -0.0016
H -1.38235 3.00689 -0.91355 -0.0108 -0.0060 0.0037
H -1.02698 -3.84152 -0.76722 -0.0047 0.0049 0.0066
H -0.46159 -4.19113 -3.44679 0.0066 0.0052 -0.0019
H -0.33550 -1.84108 -4.37675 -0.0279 0.0052 -0.0107
O 0.55218 0.08483 0.76687 -0.1889 -0.2876 0.0859
C 0.82673 0.29055 2.14526 -0.0110 0.1130 -0.1588
C -0.30366 1.13802 2.66790 -0.0306 0.0954 -0.0880
C -0.14541 2.00635 3.73635 -0.0162 -0.0700 0.0320
C -1.22057 2.78189 4.13164 0.0104 0.0305 0.0288
C -2.41634 2.68155 3.43724 -0.0181 0.0175 0.0201
C -2.49701 1.79613 2.38035 0.0409 -0.0175 0.0068
N -1.46464 1.03304 2.00485 0.0154 -0.0538 -0.0174
H 1.34015 -0.10731 0.19626 0.0145 0.1404 -0.0278
H 1.77734 0.81009 2.27338 0.0115 -0.0109 0.0093
H 0.86328 -0.66208 2.68189 -0.0060 -0.0241 -0.0247
H 0.81143 2.07768 4.23614 -0.0034 -0.0127 0.0008
H -1.12168 3.47079 4.96055 -0.0017 -0.0041 -0.0042
H -3.27417 3.28156 3.70666 -0.0055 -0.0089 -0.0151
H -3.40944 1.66804 1.81304 -0.0006 -0.0127 -0.0109
C -6.54860 -3.97897 2.57108 0.0141 0.0051 -0.0056
C -5.88443 -2.82301 1.86315 -0.0076 -0.0152 -0.0233
O -4.45919 -2.95268 2.04043 -0.0650 -0.0788 0.0143
P -3.51837 -1.68284 1.80005 0.0234 0.0972 0.0565
S -1.65403 -2.31482 2.02778 0.0022 0.0083 0.0073
S -3.93076 -0.76251 0.08750 -0.0052 0.0543 0.0512
O -3.95730 -0.67084 2.97294 0.0405 -0.0369 0.0434
C -3.59069 -0.96997 4.33498 -0.0708 0.0456 -0.0092
C -4.46841 -0.13970 5.24197 0.0284 -0.0293 0.0063
H -7.62843 -3.93032 2.42503 0.0039 -0.0075 0.0034
H -6.34076 -3.94898 3.64078 -0.0013 -0.0027 -0.0028
H -6.18513 -4.92648 2.17454 -0.0098 -0.0033 0.0041
H -6.21784 -1.86478 2.26810 0.0106 0.0036 0.0110
H -6.09679 -2.83348 0.79298 0.0075 0.0139 -0.0045
H -2.53313 -0.73330 4.46858 0.0082 0.0035 -0.0193
H -3.72418 -2.03707 4.52537 0.0079 -0.0095 -0.0159
H -4.34167 0.92205 5.03141 0.0053 0.0083 0.0029
H -4.19743 -0.32246 6.28302 -0.0152 0.0147 -0.0069
H -5.51923 -0.39583 5.10661 0.0027 -0.0046 -0.0011
S 5.12535 0.86472 -6.30884 0.0486 -0.0433 -0.0517
C 4.60837 0.44443 -4.79195 -0.0878 0.1525 0.1697
S 3.04488 -0.24366 -4.45907 -0.0357 -0.0432 0.0633
C 3.33550 -0.18627 -2.71972 0.1659 0.1183 -0.2047
N 4.50779 0.27580 -2.43814 0.0211 0.0804 -0.0031
N 5.20897 0.61050 -3.59173 0.0493 -0.0397 -0.0037
C 6.49397 1.19800 -3.38134 -0.0122 0.0082 0.0126
C 6.63553 2.14495 -2.37561 -0.0268 -0.0282 -0.0094
C 7.87673 2.71467 -2.14223 0.0106 -0.0142 -0.0157
C 8.97246 2.34182 -2.90885 -0.0254 0.0030 -0.0018
C 8.82102 1.38890 -3.90522 0.0034 -0.0015 -0.0043
C 7.58394 0.80963 -4.14460 0.0022 -0.0109 -0.0078
S 2.11075 -0.73742 -1.67173 -0.0919 -0.2430 0.0809
H 5.77514 2.41131 -1.77896 -0.0112 0.0062 0.0097
H 7.98761 3.45289 -1.35856 -0.0059 0.0001 0.0002
H 9.94084 2.79016 -2.72852 -0.0013 -0.0025 0.0046
H 9.67236 1.08734 -4.50154 -0.0044 -0.0008 -0.0007
H 7.46145 0.06867 -4.91975 -0.0044 -0.0051 -0.0040
```
Positions in Å, forces in eV/Å.

## Properties
⟨S²⟩ = 0.7563
E_LUMO (alpha / beta) = 0.105 / 0.009 eV
energy above the lowest of the compared OMol25 structures with the same formula, charge and spin = 0.00 kcal/mol
spin multiplicity = 2
total charge = 0
F_max = 0.44 eV/Å

=====

No. 2
# C26H36Cl4N4O5ReS2Si

A molecular structure, C26H36Cl4N4O5ReS2Si at a distorted geometry (the ωB97M-V functional and the def2-TZVPD basis, the Open Molecules 2025 dataset).

XYZ file:
```
79
Properties=species:S:1:pos:R:3:forces:R:3
Re -0.35966 1.22245 1.01403 -2.6422 -1.7880 0.1418
C 0.21748 0.02496 5.23904 0.0089 -0.0051 0.0124
C 0.31496 0.42342 3.80463 -0.0192 0.0128 -0.0744
N -0.71150 0.72706 3.06733 0.6558 0.0645 0.3369
N -1.91419 0.80064 3.68553 -0.0481 0.2063 -0.4279
C -2.91586 0.54622 2.86114 -0.2504 0.1553 0.5267
N -4.14303 0.79370 3.36506 -0.0272 -0.2152 -0.1670
S -2.77060 -0.10450 1.29379 1.1772 0.1553 -0.1722
C 1.59326 0.49724 3.12522 -0.0610 0.0618 0.0651
C 2.80140 0.25308 3.77151 0.0025 -0.0072 0.0202
C 3.98511 0.39740 3.07978 0.0010 0.0134 0.0070
C 3.93820 0.79899 1.75179 0.0218 0.0100 -0.0102
C 2.71442 1.01467 1.15910 -0.0655 -0.0952 -0.0409
N 1.55141 0.84279 1.81528 0.2352 -0.0785 0.0059
H -0.82450 -0.08860 5.51714 -0.0056 0.0001 0.0058
H 0.66830 0.78028 5.88680 -0.0029 0.0055 -0.0074
H 0.73979 -0.91923 5.40779 0.0066 0.0097 0.0061
H -4.22651 1.21910 4.27116 0.0073 -0.0409 0.0209
H -4.95710 0.60493 2.81166 -0.0251 0.0761 0.0102
H 2.79391 -0.03262 4.81279 0.0147 0.0002 0.0002
H 4.93208 0.21636 3.57027 0.0002 -0.0023 0.0006
H 4.83789 0.94690 1.17230 -0.0004 -0.0114 -0.0021
H 2.62563 1.31981 0.12597 -0.0140 -0.0197 -0.0076
Cl -2.38628 7.66599 1.84296 0.0101 -0.0373 0.0001
C -2.31297 6.01887 1.33493 -0.1608 0.0441 -0.0694
C -3.32760 5.48368 0.52650 0.0779 0.0790 0.0756
Cl -4.65368 6.47486 0.04725 0.0108 -0.0101 -0.0052
C -3.27666 4.15815 0.11197 -0.0214 -0.0529 0.0222
Cl -4.49840 3.44526 -0.87070 0.0035 0.0265 0.0050
C -2.19952 3.36451 0.50407 -0.0114 -0.3154 -0.2192
O -2.03173 2.10007 0.19082 0.0178 0.7202 -0.4074
C -1.20721 3.90155 1.30649 0.4239 0.2035 -0.0519
O -0.24642 3.02259 1.63999 0.1881 0.4601 0.5228
C -1.24702 5.21916 1.73094 0.1210 -0.0587 0.0424
Cl 0.02474 5.80513 2.73570 -0.0339 0.0187 -0.0362
C -0.62653 -2.53450 1.93344 -0.0087 0.0210 0.0175
C 0.18983 -2.39044 0.66483 0.2650 0.0555 0.0026
C -0.31535 -3.37390 -0.38074 -0.0190 0.0582 -0.0712
C 1.65751 -2.63649 1.00119 0.0497 0.0463 -0.0388
O 0.05789 -1.01721 0.11761 -0.0618 -0.0771 -0.0643
Si 0.49163 -0.57957 -1.45062 0.0556 0.3775 0.1018
S 0.46745 1.49538 -1.23394 0.1967 0.2816 -0.1777
O 1.97527 -1.21068 -1.68996 -0.0286 -0.1798 -0.0109
C 2.70910 -1.50481 -2.89347 -0.0751 0.0816 -0.0831
C 2.57162 -0.34609 -3.87426 -0.0095 0.0273 0.0364
C 2.17655 -2.79692 -3.49867 -0.0106 -0.0198 0.0180
C 4.15736 -1.67126 -2.46251 0.0134 0.0216 0.0491
O -0.46741 -1.13569 -2.62967 0.0215 -0.1048 -0.0130
C -1.71521 -0.72233 -3.23345 -0.0636 -0.0809 0.0292
C -1.45382 0.44661 -4.17133 0.0603 0.0165 0.0194
C -2.71963 -0.35170 -2.15500 0.0447 0.0102 0.0556
C -2.19254 -1.93530 -4.01886 -0.0050 -0.0154 0.0121
H -0.50254 -3.55700 2.29552 0.0287 0.0153 0.0149
H -1.68026 -2.34372 1.76580 -0.0347 -0.0539 -0.0101
H -0.27596 -1.85411 2.70860 -0.0017 0.0150 0.0125
H -0.27273 -4.38466 0.02666 0.0064 -0.0021 -0.0032
H 0.28474 -3.34423 -1.29088 0.0131 -0.0162 0.0190
H -1.34925 -3.14620 -0.64413 -0.0066 -0.0173 0.0130
H 1.77313 -3.65631 1.37243 0.0021 0.0064 0.0255
H 1.98478 -1.94869 1.78396 -0.0036 -0.0133 0.0157
H 2.29689 -2.49928 0.13297 -0.0259 -0.0327 0.0016
H 1.54068 -0.25474 -4.21934 0.0029 -0.0010 -0.0069
H 3.21357 -0.50392 -4.74199 -0.0110 -0.0066 -0.0078
H 2.85738 0.59113 -3.39368 0.0209 -0.0037 -0.0062
H 1.11371 -2.70115 -3.71812 0.0058 0.0051 -0.0206
H 2.31790 -3.62702 -2.80346 0.0056 -0.0003 -0.0026
H 2.70710 -3.02761 -4.42409 0.0139 -0.0093 0.0105
H 4.51622 -0.75564 -1.98977 0.0058 0.0042 -0.0153
H 4.78889 -1.89148 -3.32412 0.0029 -0.0075 0.0027
H 4.24768 -2.48927 -1.74604 -0.0005 0.0023 0.0015
H -1.06966 1.30502 -3.62121 -0.0128 0.0044 0.0053
H -2.38113 0.73930 -4.66593 -0.0008 -0.0032 -0.0021
H -0.72942 0.16276 -4.93735 -0.0102 0.0013 -0.0073
H -2.38768 0.50955 -1.57345 0.0023 0.0374 -0.0318
H -2.87256 -1.19251 -1.47445 -0.0169 -0.0182 -0.0284
H -3.67914 -0.09920 -2.60948 -0.0060 -0.0068 0.0134
H -1.43968 -2.23330 -4.75027 -0.0036 0.0042 -0.0046
H -3.11848 -1.70307 -4.54668 -0.0029 -0.0061 0.0021
H -2.37603 -2.77460 -3.34611 0.0064 -0.0022 -0.0022
```
Positions in Å, forces in eV/Å.

## Properties
⟨S²⟩ = 0.7709
E_LUMO (alpha / beta) = -1.156 / -1.055 eV
energy above the lowest of the compared OMol25 structures with the same formula, charge and spin = 0.00 kcal/mol
spin multiplicity = 2
total charge = 0
F_max = 3.19 eV/Å

=====

F_max of number 2 (C26H36Cl4N4O5ReS2Si)?
3.19 eV/Å